Record 1
11
Properties=species:S:1:pos:R:3 method="wB97M-V/def2-TZVPD" charge=0 homo_lumo_gap_ev=7.4 homo_ev=-8.85 de_lowest_kj_mol=660.2
C 0.87 -0.59 0.11
C -1.36 -0.10 -0.11
C 0.65 0.68 -0.07
H 1.61 -2.43 0.26
H -0.68 -2.01 1.37
H 2.40 1.85 0.36
N -0.47 -1.05 0.08
O 1.93 -1.46 -0.24
O -2.56 -0.19 -0.09
O -0.79 1.03 0.01
O 1.29 1.88 0.06

***

Record 2
257
Properties=species:S:1:pos:R:3 method="wB97M-V/def2-TZVPD" charge=0 homo_lumo_gap_ev=8.5 homo_ev=-8.18
O -1.76 -4.46 -1.99
P -1.56 -5.92 -1.84
N -1.22 -6.39 -0.33
C -1.77 -7.54 0.41
C -0.50 -5.36 0.50
N -0.43 -6.59 -2.81
C -0.55 -6.46 -4.32
C 0.50 -7.65 -2.42
N -2.96 -6.70 -2.26
C -2.97 -8.08 -2.62
C -4.18 -5.95 -2.58
H -1.09 -8.41 0.55
H -2.67 -7.95 -0.07
H -2.06 -7.19 1.40
H -0.60 -4.41 0.06
H 0.62 -5.68 0.53
H -0.88 -5.32 1.50
H 0.48 -6.62 -4.69
H -1.25 -7.13 -4.86
H -0.83 -5.43 -4.57
H 0.28 -8.58 -2.85
H 1.55 -7.36 -2.71
H 0.44 -7.81 -1.36
H -3.02 -8.25 -3.73
H -2.05 -8.64 -2.29
H -3.94 -8.50 -2.35
H -5.00 -6.41 -2.01
H -4.42 -5.88 -3.63
H -4.02 -4.95 -2.17
O -0.69 6.37 2.38
P -1.79 5.80 1.60
N -1.29 4.46 0.67
C -0.79 4.77 -0.66
C -0.70 3.30 1.31
N -2.46 6.93 0.55
C -1.76 8.03 -0.06
C -3.92 6.78 0.21
N -2.97 5.10 2.51
C -4.02 4.21 2.03
C -3.30 5.86 3.72
H -0.51 3.85 -1.11
H 0.05 5.44 -0.65
H -1.57 5.28 -1.26
H -1.22 3.16 2.34
H 0.40 3.36 1.50
H -0.74 2.45 0.65
H -2.07 9.02 0.22
H -0.69 7.96 0.02
H -1.90 8.05 -1.14
H -4.10 5.81 -0.30
H -4.51 6.73 1.11
H -4.21 7.62 -0.38
H -3.71 3.79 1.12
H -4.07 3.35 2.78
H -4.99 4.62 1.82
H -2.49 6.51 4.04
H -3.54 5.27 4.58
H -4.14 6.60 3.50
O 5.26 -4.53 1.33
P 4.71 -3.16 1.27
N 5.86 -2.01 1.17
C 7.14 -2.30 0.59
C 5.79 -0.58 1.41
N 3.92 -2.64 2.64
C 4.72 -2.70 3.89
C 2.49 -2.83 2.80
N 3.57 -2.96 0.04
C 3.12 -4.19 -0.62
C 3.32 -1.70 -0.70
H 7.31 -3.43 0.51
H 7.85 -1.88 1.26
H 7.43 -1.85 -0.36
H 5.74 0.06 0.55
H 6.68 -0.26 1.89
H 4.84 -0.34 1.99
H 5.44 -1.90 3.86
H 4.04 -2.49 4.73
H 5.18 -3.65 3.95
H 2.25 -3.87 3.12
H 2.00 -2.15 3.54
H 1.99 -2.66 1.90
H 3.77 -5.08 -0.38
H 2.05 -4.45 -0.41
H 3.13 -4.11 -1.68
H 3.30 -0.92 0.05
H 2.39 -1.65 -1.20
H 4.07 -1.46 -1.39
O 0.68 2.45 -8.33
P 1.64 1.45 -8.78
N 1.82 1.21 -10.43
C 0.62 1.35 -11.23
C 3.00 0.57 -11.15
N 1.20 0.04 -8.06
C 1.93 -1.23 -8.19
C 0.23 0.01 -6.92
N 3.24 1.79 -8.33
C 3.36 1.78 -6.88
C 4.21 2.72 -8.97
H 0.04 0.42 -11.41
H 0.86 1.92 -12.16
H -0.07 2.07 -10.72
H 3.80 0.54 -10.48
H 3.23 1.22 -11.92
H 2.77 -0.45 -11.36
H 2.19 -1.50 -9.20
H 2.79 -1.42 -7.51
H 1.24 -2.10 -7.94
H -0.53 0.73 -6.98
H -0.16 -1.07 -6.83
H 0.75 0.30 -6.01
H 2.44 1.27 -6.50
H 4.33 1.31 -6.63
H 3.35 2.80 -6.48
H 5.01 2.23 -9.46
H 4.64 3.42 -8.18
H 3.71 3.39 -9.67
O -2.72 1.45 8.43
P -1.51 2.11 7.90
N -1.89 3.52 7.16
C -3.25 3.94 7.04
C -0.91 4.26 6.39
N -0.77 1.25 6.76
C -0.40 -0.14 6.91
C -1.01 1.51 5.36
N -0.33 2.15 9.10
C -0.62 1.93 10.48
C 1.06 2.37 8.93
H -3.37 4.95 7.40
H -3.87 3.30 7.58
H -3.71 3.98 6.01
H -0.99 4.20 5.29
H 0.07 4.03 6.74
H -1.10 5.35 6.47
H 0.35 -0.22 6.11
H 0.13 -0.35 7.84
H -1.24 -0.87 6.83
H -0.16 1.97 4.88
H -1.24 0.55 4.87
H -1.88 2.13 5.26
H 0.07 1.20 10.77
H -0.39 2.77 11.11
H -1.62 1.49 10.49
H 1.60 1.66 9.46
H 1.37 3.34 9.37
H 1.37 2.39 7.86
C -4.28 0.51 1.38
C -3.79 0.87 0.00
O -3.26 1.91 -0.30
N -3.96 -0.12 -0.93
C -4.84 -1.27 -1.01
H -5.27 0.97 1.45
H -3.63 1.11 2.09
H -4.16 -0.50 1.70
H -3.74 0.22 -1.86
H -5.90 -0.97 -1.08
H -4.66 -1.82 -0.10
H -4.48 -1.78 -1.91
C 2.92 0.83 4.88
C 2.46 2.28 4.92
O 2.44 3.03 5.94
N 2.08 2.69 3.74
C 1.89 4.14 3.50
H 2.04 0.20 4.54
H 3.25 0.59 5.88
H 3.79 0.63 4.24
H 1.88 1.94 3.04
H 0.82 4.37 3.47
H 2.39 4.42 2.56
H 2.36 4.62 4.38
N -3.68 -3.07 1.96
C -4.94 -2.75 2.37
C -6.05 -3.43 1.91
C -5.95 -4.61 1.15
C -4.67 -4.90 0.76
C -3.57 -4.17 1.15
H -4.98 -1.85 3.00
H -7.04 -3.12 2.27
H -6.81 -5.20 0.98
H -4.53 -5.83 0.19
H -2.60 -4.47 0.90
N 0.49 0.28 2.17
C -0.66 -0.35 2.33
C -1.36 -1.00 1.37
C -0.90 -0.90 0.04
C 0.27 -0.20 -0.19
C 0.97 0.31 0.94
H -1.05 -0.40 3.33
H -2.21 -1.67 1.66
H -1.42 -1.44 -0.73
H 0.80 -0.10 -1.15
H 1.94 0.74 0.83
N 1.47 -0.83 -3.54
C 0.64 -1.93 -3.48
C 1.03 -3.17 -3.94
C 2.26 -3.28 -4.57
C 3.11 -2.21 -4.66
C 2.67 -0.97 -4.11
H -0.35 -1.77 -3.05
H 0.42 -4.04 -3.72
H 2.56 -4.33 -4.86
H 4.09 -2.25 -5.08
H 3.25 -0.07 -4.02
N 4.13 1.71 -2.68
C 4.67 1.93 -1.47
C 4.15 2.80 -0.55
C 2.87 3.36 -0.84
C 2.38 3.15 -2.13
C 3.05 2.31 -3.02
H 5.64 1.40 -1.33
H 4.68 3.03 0.38
H 2.50 4.10 -0.19
H 1.53 3.77 -2.47
H 2.71 2.18 -4.05
N 7.03 3.43 1.63
C 5.88 3.60 2.27
C 5.63 3.00 3.50
C 6.55 2.10 3.97
C 7.70 1.96 3.28
C 7.94 2.60 2.07
H 5.14 4.31 1.83
H 4.66 3.27 3.88
H 6.48 1.53 4.87
H 8.50 1.40 3.72
H 8.87 2.48 1.50
N -3.62 -3.06 -4.82
C -4.45 -2.43 -5.64
C -4.28 -1.04 -5.83
C -3.35 -0.36 -5.09
C -2.60 -0.98 -4.14
C -2.72 -2.39 -4.08
H -5.30 -3.01 -6.07
H -5.00 -0.53 -6.52
H -3.26 0.70 -5.14
H -1.91 -0.32 -3.53
H -2.08 -2.91 -3.30
N -4.77 -1.57 5.33
C -5.02 -2.78 5.65
C -4.87 -3.28 7.01
C -4.51 -2.37 7.96
C -4.39 -0.98 7.66
C -4.49 -0.64 6.36
H -5.21 -3.47 4.82
H -4.95 -4.31 7.24
H -4.39 -2.65 9.01
H -4.20 -0.24 8.39
H -4.37 0.39 6.05
N -2.34 4.45 -4.11
C -1.39 4.42 -5.08
C -0.46 3.45 -5.17
C -0.45 2.44 -4.14
C -1.38 2.52 -3.13
C -2.39 3.45 -3.25
H -1.37 5.28 -5.75
H 0.19 3.45 -6.02
H 0.33 1.68 -4.10
H -1.23 1.75 -2.37
H -3.22 3.46 -2.51

***

Record 3
13
Properties=species:S:1:pos:R:3 method="wB97M-V/def2-TZVPD" charge=0 homo_lumo_gap_ev="8.2 / 8.2" homo_ev="-8.29 / -8.35" de_lowest_kj_mol=352.1
C 1.03 1.13 0.01
C 0.98 -1.21 -0.09
C 0.08 -0.02 -0.04
C -0.70 0.00 -1.32
C -0.68 -0.08 1.29
O 2.21 1.12 0.02
O 2.17 -1.18 0.05
H -1.29 -0.84 -1.32
H -0.08 0.18 -2.08
H -1.36 0.89 -1.32
H -1.41 -0.81 1.44
H -1.19 0.94 1.43
H 0.26 -0.11 1.94

***

Record 4
98
Properties=species:S:1:pos:R:3 method="wB97M-V/def2-TZVPD" charge=-1 homo_lumo_gap_ev=5.5 homo_ev=-4.40 de_lowest_kj_mol=0.0
Cd 1.57 -2.22 0.75
C -3.88 -2.38 2.88
C -3.88 -3.45 2.00
C -2.68 -3.99 1.55
C -1.49 -3.42 2.00
C -1.48 -2.34 2.86
C -2.68 -1.83 3.32
N -0.24 -3.86 1.49
N -0.14 -5.07 1.28
C 1.09 -5.46 0.66
C 1.20 -6.79 0.30
C 2.36 -7.19 -0.35
C 3.36 -6.26 -0.60
C 3.15 -4.95 -0.18
N 2.05 -4.57 0.44
H -4.82 -1.97 3.22
H -4.82 -3.87 1.64
H -2.65 -4.79 0.83
H -0.53 -1.91 3.16
H -2.69 -0.99 4.00
H 0.38 -7.46 0.50
H 2.48 -8.22 -0.66
H 4.27 -6.53 -1.11
H 3.90 -4.18 -0.36
O 4.38 3.16 3.42
C 3.68 2.21 3.16
S 2.28 2.28 2.08
C 1.81 0.59 2.18
C 2.57 -0.20 2.96
S 2.47 -1.94 3.16
S 3.92 0.59 3.79
S 0.46 0.09 1.17
C -4.70 0.81 -2.18
C -3.49 -0.09 -2.22
C -2.90 -0.53 -1.04
C -1.79 -1.35 -1.07
C -1.26 -1.76 -2.28
C -1.83 -1.32 -3.47
C -2.94 -0.49 -3.43
S 0.11 -2.90 -2.29
O -0.29 -3.97 -1.40
O 0.35 -3.25 -3.67
N 1.33 -2.17 -1.59
C 2.04 -1.17 -2.22
C 1.79 -0.63 -3.48
C 2.58 0.40 -4.01
C 3.62 0.95 -3.32
C 3.92 0.44 -2.03
C 4.96 0.97 -1.24
C 5.22 0.44 -0.01
C 4.43 -0.64 0.43
N 3.46 -1.14 -0.28
C 3.16 -0.62 -1.49
H -5.23 0.71 -1.23
H -5.39 0.57 -2.99
H -4.41 1.86 -2.29
H -3.31 -0.22 -0.08
H -1.35 -1.69 -0.14
H -1.41 -1.66 -4.41
H -3.39 -0.16 -4.36
H 0.98 -1.03 -4.07
H 2.33 0.78 -5.00
H 4.21 1.76 -3.73
H 5.54 1.80 -1.62
H 6.00 0.83 0.63
H 4.60 -1.09 1.41
C -1.74 5.28 2.61
C -1.87 4.04 3.49
C -1.44 2.74 2.80
C -2.55 2.05 2.00
N -3.09 2.83 0.90
C -2.49 3.08 -0.29
S -3.21 4.20 -1.34
N -1.36 2.42 -0.54
C -0.65 2.38 -1.81
C 0.82 2.75 -1.68
C 1.13 4.24 -1.58
C 0.55 4.94 -0.35
H -2.05 6.18 3.15
H -2.33 5.21 1.70
H -0.70 5.42 2.31
H -2.90 3.94 3.85
H -1.26 4.18 4.38
H -1.09 2.01 3.54
H -0.59 2.93 2.15
H -3.39 1.82 2.67
H -2.18 1.09 1.63
H -3.87 3.44 1.08
H -0.93 1.85 0.19
H -1.17 3.06 -2.49
H -0.74 1.37 -2.20
H 1.33 2.35 -2.56
H 1.24 2.22 -0.82
H 0.76 4.74 -2.48
H 2.21 4.36 -1.59
H -0.54 4.99 -0.40
H 0.93 5.96 -0.27
H 0.83 4.40 0.56

***

Record 5
66
Properties=species:S:1:pos:R:3 method="wB97M-V/def2-TZVPD" charge=+2 homo_lumo_gap_ev=2.9 homo_ev=-15.14 de_lowest_kj_mol=1981.8
Tl -21.66 21.10 -21.93
B -23.57 23.03 -21.38
F -23.59 22.12 -22.42
F -22.36 22.94 -20.70
F -23.57 24.32 -21.70
F -24.57 22.66 -20.59
C -26.31 24.51 -19.82
C -25.98 23.65 -18.53
O -24.84 24.29 -17.97
O -27.42 24.02 -20.49
H -25.46 24.38 -20.49
H -26.42 25.56 -19.55
H -25.78 22.61 -18.80
H -26.87 23.65 -17.91
H -24.15 24.37 -18.63
H -26.91 23.56 -21.16
C -24.85 20.12 -21.87
C -24.19 19.57 -20.58
O -23.22 20.38 -19.94
O -23.85 20.18 -22.89
H -25.30 21.09 -21.66
H -25.52 19.31 -22.15
H -23.66 18.63 -20.73
H -24.88 19.17 -19.83
H -23.26 20.37 -18.99
H -24.31 20.65 -23.59
C -24.94 24.24 -23.65
C -25.93 24.23 -22.42
O -26.21 22.94 -21.93
O -25.75 24.14 -24.80
H -24.28 23.38 -23.76
H -24.34 25.14 -23.50
H -26.90 24.68 -22.62
H -25.62 24.83 -21.57
H -25.63 22.72 -21.20
H -25.27 24.39 -25.59
C -22.04 23.06 -24.45
C -23.04 21.88 -24.71
O -22.47 20.63 -24.20
O -21.94 23.29 -23.07
H -22.35 23.95 -25.00
H -21.05 22.76 -24.80
H -23.16 21.69 -25.78
H -24.05 22.08 -24.36
H -22.90 19.92 -24.68
H -21.80 24.23 -22.93
C -22.13 23.78 -18.23
C -21.61 23.08 -17.04
O -22.16 21.79 -16.74
O -21.40 23.52 -19.39
H -22.16 24.87 -18.28
H -23.17 23.48 -18.40
H -21.97 23.78 -16.29
H -20.53 23.05 -16.91
H -22.13 21.62 -15.80
H -21.96 23.93 -20.06
C -23.79 26.84 -20.50
C -22.90 25.72 -19.90
O -23.63 24.54 -19.63
O -22.96 28.04 -20.57
H -24.70 27.14 -19.99
H -23.98 26.37 -21.46
H -22.43 25.89 -18.93
H -22.10 25.45 -20.60
H -23.74 23.95 -20.38
H -23.21 28.63 -19.86

***

Record 6
18
Properties=species:S:1:pos:R:3 method="wB97M-V/def2-TZVPD" charge=0 homo_lumo_gap_ev=7.6 homo_ev=-8.87 de_lowest_kj_mol=588.7
O -0.62 -1.30 1.75
C 0.36 -1.40 1.07
N 1.39 -0.53 0.19
C 0.29 -0.78 -0.48
C -0.83 0.28 -0.62
C -0.67 1.44 0.34
C -2.23 -0.32 -0.62
H 0.99 -2.28 1.32
H 5.39 0.85 -0.06
H 0.32 -1.45 -1.36
H 5.99 1.14 0.25
H -0.65 0.63 -1.64
H -1.47 2.14 0.17
H -0.79 1.09 1.36
H 0.29 1.95 0.20
H -2.35 -1.00 -1.48
H -3.00 0.44 -0.66
H -2.41 -0.92 0.25